Entry 1:
C4H10NO | ωB97M-V/def2-TZVPD

Each line ends with the Löwdin charge.
CARTESIAN COORDINATES (ANGSTROEM)
C1 0.39213 1.44227 0.69135  0.025
C2 0.19159 0.23550 -0.23356  -0.440
C3 0.12991 0.47688 -1.71877  0.054
N1 -1.06583 -0.55433 0.38117  0.242
C4 0.25638 -1.67235 0.81899  0.075
O1 1.13545 -0.79044 0.16509  -0.067
H1 -0.50929 1.97788 0.69230  0.084
H2 1.38467 1.82238 0.38748  0.129
H3 0.40706 1.15985 1.73567  0.094
H4 -0.80908 0.19046 -2.14691  0.098
H5 0.67369 -0.33191 -2.13935  0.103
H6 0.38215 1.46036 -1.84743  0.076
H7 -1.55542 -0.92703 -0.34598  0.101
H8 -1.60858 -0.18926 1.10500  0.132
H9 0.57183 -1.62546 1.94651  0.172
H10 0.02334 -2.67480 0.50844  0.121

Atoms 1-2, force components in eV/Å:
1.1917 -1.8794 -0.7485
-0.7460 -0.3360 2.8318

Computed properties:
ΔE to the lowest compared entry with this formula, charge and spin   288.8 kJ/mol
Spin multiplicity   1
HOMO-LUMO gap   11.44 eV
Total charge   +1
Max |F|   6.28 eV Å⁻¹
SMILES   CC1(C)[NH2+]CO1

Entry 2:
C4H10NO | ωB97M-V/def2-TZVPD

Each line ends with the Löwdin charge.
CARTESIAN COORDINATES (ANGSTROEM)
C1 0.47557 -0.63258 -2.31879  0.042
C2 -0.55175 -0.15286 -1.34924  0.028
N1 -0.37390 0.17810 -0.12107  -0.101
C3 -1.37486 0.34486 0.89240  0.031
O1 1.01914 0.27019 0.30301  -0.051
C4 1.21555 0.10629 1.68365  -0.033
H1 0.08398 -1.15564 -3.07887  0.059
H2 1.27083 -1.16776 -1.68439  0.147
H3 0.98165 0.14540 -2.69102  0.063
H4 -1.63404 -0.08182 -1.47661  0.158
H5 -1.33047 -0.41791 1.63400  0.103
H6 -2.31617 0.72174 0.35840  0.155
H7 -0.94891 1.26886 1.37187  0.127
H8 2.23639 0.05113 1.87336  0.103
H9 0.75936 -0.75771 1.97540  0.083
H10 1.02946 1.03849 2.09608  0.088

Atoms 1-2, force components in eV/Å:
0.6343 -0.8867 5.7135
-0.8100 -0.0368 0.8314

Computed properties:
ΔE to the lowest compared entry with this formula, charge and spin   375.4 kJ/mol
Spin multiplicity   1
HOMO-LUMO gap   11.08 eV
Total charge   +1
Max |F|   5.82 eV Å⁻¹
SMILES   C/C=[N+](/C)OC

Entry 3:
C4H10NO | ωB97M-V/def2-TZVPD

Each line ends with the Löwdin charge.
CARTESIAN COORDINATES (ANGSTROEM)
C1 2.42070 1.05628 0.34756  -0.040
C2 1.25367 0.21721 -0.18846  -0.302
C3 1.16997 -0.65437 -1.28193  0.126
C4 -0.20147 0.34219 1.94307  0.147
N1 0.12383 0.12664 0.73020  0.020
H1 2.35037 1.64732 1.40019  0.125
H2 3.26251 0.23201 0.46541  0.137
H3 2.72800 1.84134 -0.26990  0.049
H4 0.07239 -0.73583 -1.70402  0.119
H5 2.09577 -0.93810 -1.95533  0.132
H6 -1.03218 0.11449 2.61065  0.125
H7 0.74151 0.73652 2.58800  0.155
H8 -0.71934 -0.35268 0.21792  0.201
H9 -4.48612 -0.45781 -0.90394  0.059
H10 -3.93642 -1.79906 -1.45445  0.029
O1 -3.72507 -0.86782 -1.37842  -0.082

Atoms 1-2, force components in eV/Å:
1.1058 -2.5034 3.0856
0.8505 -0.7862 0.1258

Computed properties:
ΔE to the lowest compared entry with this formula, charge and spin   353.0 kJ/mol
Spin multiplicity   1
HOMO-LUMO gap   9.00 eV
Total charge   +1
Max |F|   6.54 eV Å⁻¹

Entry 4:
C4H10NO | ωB97M-V/def2-TZVPD

Each line ends with the Löwdin charge.
CARTESIAN COORDINATES (ANGSTROEM)
C1 -1.68608 -0.61506 -0.14150  0.013
N1 -0.59264 -0.47857 0.78758  0.070
C2 0.63528 0.13634 0.07616  -0.463
C3 0.58022 1.58082 0.20217  0.042
C4 1.36271 -0.75210 -0.83795  -0.058
O1 1.80642 -0.48966 0.39989  0.066
H1 -1.65559 0.31533 -0.81637  0.150
H2 -1.39394 -1.41101 -0.79966  0.101
H3 -2.58666 -0.89494 0.33189  0.100
H4 -0.32670 -1.35587 1.17095  0.168
H5 -0.61541 0.21871 1.63610  0.232
H6 0.02738 1.83349 1.03019  0.071
H7 -0.03906 1.87938 -0.56991  0.078
H8 1.54035 2.11628 0.13578  0.144
H9 0.95323 -1.76486 -0.99983  0.141
H10 1.99049 -0.31826 -1.60548  0.144

Atoms 1-2, force components in eV/Å:
0.3288 1.6951 -2.2065
2.3418 2.7295 1.9286

Computed properties:
ΔE to the lowest compared entry with this formula, charge and spin   246.2 kJ/mol
Spin multiplicity   1
HOMO-LUMO gap   12.18 eV
Total charge   +1
Max |F|   4.12 eV Å⁻¹
SMILES   C[NH2+][C@]1(C)CO1

Entry 5:
C4H10NO | ωB97M-V/def2-TZVPD

Each line ends with the Löwdin charge.
CARTESIAN COORDINATES (ANGSTROEM)
C1 0.77627 1.04467 1.19944  0.185
C2 -0.62631 1.41854 0.89353  -0.090
C3 -0.16874 0.40719 -1.42379  0.037
C4 -0.24348 -1.98896 0.24287  -0.019
N1 -0.44290 0.31371 -0.00937  -0.238
O1 -0.96354 -0.79127 0.43932  -0.101
H1 1.43473 1.59902 0.51141  0.116
H2 1.22160 0.24981 1.92703  0.156
H3 -1.37013 1.25633 1.68145  0.156
H4 -0.72524 2.30806 0.39178  0.113
H5 -0.11059 1.26715 -2.03553  0.105
H6 0.82907 0.06138 -1.57784  0.101
H7 -0.98483 -0.25510 -1.79000  0.140
H8 -0.22192 -2.44401 -0.77980  0.122
H9 -0.59959 -2.66397 1.00478  0.103
H10 0.77067 -1.73479 0.68576  0.114

Atoms 1-2, force components in eV/Å:
0.0261 -1.5526 -1.8488
-0.2891 -1.3908 2.6080

Computed properties:
ΔE to the lowest compared entry with this formula, charge and spin   507.6 kJ/mol
Spin multiplicity   1
HOMO-LUMO gap   10.47 eV
Total charge   +1
Max |F|   4.75 eV Å⁻¹

Entry 6:
C4H10NO2 | ωB97M-V/def2-TZVPD

Each line ends with the Löwdin charge.
CARTESIAN COORDINATES (ANGSTROEM)
C1 -0.43541 -0.07971 2.15156  -0.054
C2 -0.90778 0.21109 0.69148  -0.349
O1 -1.10842 1.66528 0.66188  -0.057
C3 -0.22522 -0.39035 -0.59543  -0.366
N1 -0.18000 -1.86812 -0.44156  -0.005
C4 1.15169 0.22402 -0.74028  -0.469
O2 1.69128 0.29250 -2.04744  -0.443
H1 -0.18766 -1.15985 2.34179  0.080
H2 0.39218 0.58049 2.16549  0.048
H3 -1.14729 0.21877 2.96892  0.079
H4 -1.85736 -0.17526 0.76412  0.080
H5 -1.43460 1.99159 -0.12411  0.034
H6 -0.69318 -0.30150 -1.48533  0.087
H7 0.51225 -2.09111 0.25757  0.018
H8 0.39668 -2.24360 -1.29325  0.109
H9 1.26298 1.32581 -0.37402  0.103
H10 1.85348 -0.52104 -0.08978  0.104

Atoms 1-2, force components in eV/Å:
0.1355 -0.5922 -0.6759
-0.7565 0.6886 -0.0631

Computed properties:
ΔE to the lowest compared entry with this formula, charge and spin   413.4 kJ/mol
Spin multiplicity   1
HOMO-LUMO gap   6.02 eV
Total charge   -1
Max |F|   5.08 eV Å⁻¹
SMILES   C[C@@H](O)[C@H](N)C[O-]

Record order is preserved below.
Calculated total energy: -288.05309; -288.02010; -288.02863; -288.06932; -287.96976; -363.56697 hartree